9
Properties=species:S:1:pos:R:3:forces:R:3:nbo_charge:R:1 method="wB97M-V/def2-TZVPD" lumo_energy_ev=0.08 de_lowest_kcal_mol=84.58 smiles="N#C[C@@H](O)C=O" spin_multiplicity=1 gap_ha=0.388
O 1.18448 0.94173 -0.58480 -0.3564 0.2075 -0.6409 -0.68
O -1.29709 -0.04746 1.70880 0.4991 0.3055 -0.3066 -0.46
N -1.30290 -1.75648 -1.08574 0.3371 0.5804 -0.4240 -0.27
C 0.28892 -0.01179 -0.12965 1.0962 -2.2688 0.2161 -0.09
C -0.59128 -0.86284 -0.88135 -2.6157 0.2951 -1.1337 0.16
C -0.41691 0.54279 1.14826 -0.0945 -0.8437 0.2116 0.42
H 1.27017 0.92741 -1.54413 -0.0245 -0.0173 -0.0090 0.49
H 0.76824 -1.15015 -0.23264 1.0044 2.1778 2.5048 0.28
H -0.08461 1.55369 1.48706 0.1544 -0.4366 -0.4184 0.15


9
Properties=species:S:1:pos:R:3:forces:R:3:nbo_charge:R:1 method="wB97M-V/def2-TZVPD" lumo_energy_ev=0.09 de_lowest_kcal_mol=51.20 smiles="N#C[C@@H](O)C=O" spin_multiplicity=1 gap_ha=0.410
O 0.22185 -0.03766 -2.08013 -0.0021 0.3729 0.7131 -0.50
O -0.89871 -1.26917 -0.05542 0.2834 -0.1036 0.2027 -0.67
N -0.38236 0.99133 2.51708 -0.4510 -0.0876 -1.0381 -0.28
C 0.40051 0.49063 -1.00847 0.0885 -0.1256 -0.2288 0.43
C -0.42791 0.55153 1.44770 -0.4597 0.7660 0.9795 0.24
C -0.04556 -0.22486 0.26214 0.5486 -0.0105 0.3371 -0.10
H 0.97403 1.42098 -0.89334 -0.0563 0.0850 -0.0210 0.14
H -0.75089 -1.46168 -1.00316 -0.0682 0.1653 0.3083 0.50
H 0.90903 -0.46110 0.81361 0.1168 -1.0619 -1.2529 0.24


9
Properties=species:S:1:pos:R:3:forces:R:3:nbo_charge:R:1 method="wB97M-V/def2-TZVPD" lumo_energy_ev=0.82 de_lowest_kcal_mol=49.62 smiles="N=c1occo1" spin_multiplicity=1 gap_ha=0.357
O -0.07002 -1.04212 -0.03746 0.7667 -0.4101 0.2268 -0.45
O -0.34406 1.19540 -0.03763 0.3247 -0.7707 -0.0514 -0.42
N -2.18525 -0.12089 -0.03081 0.5600 1.0892 0.3350 -0.71
C 1.15553 -0.43866 -0.01149 1.1419 1.6573 -0.1195 0.02
C 0.97850 0.89650 -0.01632 -0.7821 -3.7922 -0.0698 0.05
C -0.93184 -0.03245 -0.01924 -2.8847 1.6391 -0.4347 0.75
H 2.05307 -1.03468 -0.05029 -0.2299 -0.0201 0.1074 0.22
H -2.29680 -1.06390 0.19990 -1.2794 -2.1270 -0.0156 0.34
H 1.64088 1.64080 0.00334 2.3828 2.7345 0.0219 0.20


9
Properties=species:S:1:pos:R:3:forces:R:3:nbo_charge:R:1 method="wB97M-V/def2-TZVPD" lumo_energy_ev=-0.48 de_lowest_kcal_mol=82.95 smiles="N#CC(O)=C=O.[H][H]" spin_multiplicity=1 gap_ha=0.338
O -0.52203 0.45072 -1.97598 0.0469 -0.0595 -0.1953 -0.64
O 0.34650 -2.16459 -0.16173 -0.2601 1.0388 -0.1266 -0.39
N -0.24112 2.16653 1.04512 0.0909 -0.8550 -0.7845 -0.29
C -0.18440 1.29015 0.28711 -0.0354 0.6648 0.6133 0.23
C -0.14365 0.22766 -0.66129 -0.0162 -0.1822 0.2322 -0.14
C 0.09919 -1.04327 -0.32670 0.2246 -0.7892 0.0922 0.74
H 0.55929 -0.62821 2.23212 -0.0423 -0.0152 0.0941 0.00
H -0.17310 -0.75063 2.22995 0.0495 -0.0017 0.1074 0.00
H 0.25796 0.35880 -2.53682 -0.0578 0.1992 -0.0329 0.49


9
Properties=species:S:1:pos:R:3:forces:R:3:nbo_charge:R:1 method="wB97M-V/def2-TZVPD" lumo_energy_ev=0.90 de_lowest_kcal_mol=27.33 smiles=Oc1cocn1 spin_multiplicity=1 gap_ha=0.364
O -1.33996 0.76368 -0.11353 -0.0351 -0.0731 -0.0142 -0.40
O 2.02334 -0.21093 -0.08584 0.0150 -0.1076 0.1493 -0.66
N -0.18442 -1.11951 0.09942 -0.1399 0.2062 0.0113 -0.50
C -0.00938 1.09401 -0.17509 0.1999 -0.0185 -0.0208 -0.05
C -1.35188 -0.56287 0.05689 0.0059 -0.1617 0.0216 0.34
C 0.68488 -0.05974 -0.05265 -0.1575 0.2812 0.0131 0.36
H 0.25268 2.13076 -0.29606 -0.0481 -0.1368 -0.0056 0.22
H 2.24522 -0.99925 0.42560 -0.0083 -0.0245 -0.1445 0.49
H -2.32048 -1.03615 0.14126 0.1680 0.0348 -0.0101 0.19


9
Properties=species:S:1:pos:R:3:forces:R:3:nbo_charge:R:1 method="wB97M-V/def2-TZVPD" lumo_energy_ev=0.73 de_lowest_kcal_mol=53.58 smiles="N#CCOC=O" spin_multiplicity=1 gap_ha=0.448
O -0.56910 0.61011 -1.44389 -1.4190 0.6539 -1.1338 -0.54
O 0.56571 -0.90991 -0.24947 -0.9913 -0.2001 -0.2917 -0.52
N -1.66254 0.21993 1.73049 4.8693 1.1201 -0.9053 -0.28
C 0.70942 0.18962 0.67839 0.7492 2.8762 -2.3465 -0.23
C -0.51894 0.37997 1.41886 -5.4268 -1.6830 1.3710 0.24
C -0.33250 -0.53335 -1.32148 2.2946 -1.4899 0.6078 0.65
H -0.58610 -1.40584 -2.05329 0.4518 1.2976 1.6638 0.17
H 1.64081 0.32902 1.26424 -0.5445 -1.3457 -0.3709 0.25
H 0.75324 1.12045 -0.02385 0.0168 -1.2290 1.4055 0.26


10
Properties=species:S:1:pos:R:3:forces:R:3:nbo_charge:R:1 method="wB97M-V/def2-TZVPD" lumo_energy_ev=4.31 de_lowest_kcal_mol=31.30 smiles="O=c1[pH][nH]cc1[O-]" spin_multiplicity=1 gap_ha=0.272 charge=-1
P -1.51809 -0.13529 -0.05745 -0.5123 -0.0566 -0.2032 0.63
O 1.87569 1.66537 0.40316 0.5379 0.2793 0.1207 -0.74
O -0.68706 1.58977 1.82699 0.9657 -1.1457 -1.0306 -0.59
N -0.40156 -1.30287 -0.59435 2.7489 0.9947 -1.1729 -0.98
C -0.32611 0.81771 0.93049 -0.7893 1.5201 0.7128 0.23
C 1.02567 0.77993 0.20110 -0.2273 -1.0803 -0.5188 0.23
C 1.06346 -0.31731 -0.67206 -1.9363 -1.5908 -0.6360 -0.25
H 1.84160 -0.62932 -1.46551 -1.6063 0.5372 1.5991 0.20
H -0.72022 -1.60610 -1.53868 0.9106 0.5676 0.6804 0.35
H -2.15338 -0.86190 0.96630 -0.0915 -0.0255 0.4485 -0.08


10
Properties=species:S:1:pos:R:3:forces:R:3:nbo_charge:R:1 method="wB97M-V/def2-TZVPD" lumo_energy_ev="4.17 / 4.17" de_lowest_kcal_mol=71.99 spin_multiplicity=1 gap_ha="0.221 / 0.221" charge=-1
P -0.90641 2.43617 0.32605 -1.1900 0.4855 -1.7735 0.28
O 0.05226 2.03964 -2.85252 -0.0185 -0.3555 1.5891 -0.48
O -0.18422 1.56929 1.56263 0.4718 0.8397 2.1376 -0.74
N 0.40054 1.70851 -1.68966 0.7467 0.8794 -1.8466 0.03
C 0.41556 0.49655 1.16768 0.0617 -2.2067 0.5623 0.18
C 0.21275 -0.02576 -0.02189 -2.2541 3.2779 -1.5125 -0.36
C -0.57307 1.01857 -0.90908 -0.1961 -1.3348 -0.6376 -0.44
H 0.89764 -0.11420 1.89612 0.7187 0.0859 0.9572 0.15
H -1.36881 0.66307 -1.65782 0.7275 0.1871 1.3506 0.19
H 0.78490 -0.77401 -0.42945 0.9322 -1.8584 -0.8264 0.20